# 1
This record from OMol25 describes a structure of composition HI3P2. The level of theory is ωB97M-V/def2-TZVPD.

Properties
**DFT total energy**: -1576.3599 a.u.
**Largest force on an atom**: 3.36 eV/Å
**Relative energy (zero: lowest compared OMol25 entry of this formula, charge and spin)**: 2.221 eV
**Orbital gap**: 0.287 hartree
**HOMO energy**: -9.07 eV

```
6
Properties=species:S:1:pos:R:3:forces:R:3
P -0.869 -0.968 -0.429 2.9 -1.2 1.3
P 0.618 0.543 0.429 -0.4 0.3 -0.9
I 0.108 -0.492 -2.621 -0.1 -0.4 0.0
I -0.487 2.654 -0.440 0.2 -0.6 0.3
I 0.040 0.629 2.754 -0.2 -0.1 0.4
H 0.590 -2.365 0.306 -2.2 2.1 -1.2
```
Forces are in eV/Å.

# 2
This record from OMol25 describes the ion HINO with charge -1. The level of theory is ωB97M-V/def2-TZVPD.

Properties
**DFT total energy**: -428.2046 a.u.
**Largest force on an atom**: 6.26 eV/Å
**SMILES**: [O-]NI
**Total charge**: -1
**Relative energy (zero: lowest compared OMol25 entry of this formula, charge and spin)**: 2.117 eV
**Orbital gap (spin up / spin down)**: 0.254 / 0.254 hartree
**HOMO energy (spin up / spin down)**: -3.42 / -3.42 eV

```
4
Properties=species:S:1:pos:R:3:forces:R:3
N 0.356 0.014 -0.432 0.1 5.7 0.6
O 0.695 1.443 0.160 -1.1 -5.9 -1.8
I -1.810 -0.732 0.150 0.3 0.1 0.0
H 0.759 -0.725 0.122 0.6 0.1 1.2
```
Forces are in eV/Å.

# 3
This record from OMol25 describes the ion HINO2S with charge -1. The level of theory is ωB97M-V/def2-TZVPD.

Properties
**DFT total energy**: -901.7061 a.u.
**Largest force on an atom**: 1.86 eV/Å
**Total charge**: -1
**Relative energy (zero: lowest compared OMol25 entry of this formula, charge and spin)**: 1.154 eV
**Orbital gap**: 0.276 hartree
**HOMO energy**: -3.95 eV

```
6
Properties=species:S:1:pos:R:3:forces:R:3
N -0.838 0.493 -0.679 1.2 1.2 -0.8
O -1.162 -0.889 -0.813 -0.4 -1.0 0.3
O 0.102 -0.720 1.398 0.1 -0.2 0.6
S 0.353 -0.561 -0.013 -1.6 0.0 -0.6
I 2.943 0.755 0.046 0.6 0.5 0.1
H -1.397 0.921 0.061 0.1 -0.5 0.4
```
Forces are in eV/Å.

# 4
This record from OMol25 describes a cluster of 2 separate species, HIOS in total. The level of theory is ωB97M-V/def2-TZVPD.

Properties
**DFT total energy**: -771.6340 a.u.
**Largest force on an atom**: 1.77 eV/Å
**Relative energy (zero: lowest compared OMol25 entry of this formula, charge and spin)**: 1.621 eV
**Orbital gap (spin up / spin down)**: 0.320 / 0.233 hartree
**HOMO energy (spin up / spin down)**: -10.35 / -9.71 eV

```
4
Properties=species:S:1:pos:R:3:forces:R:3
O -0.481 -1.961 -0.330 -0.4 -0.1 -0.4
S 0.599 -1.152 0.264 0.2 1.6 0.7
I 3.792 0.113 0.043 -0.2 -0.1 -0.1
H 0.137 0.231 0.321 0.4 -1.5 -0.2
```
Forces are in eV/Å.

# 5
This record from OMol25 describes the ion HN2O3S with charge -1. The level of theory is ωB97M-V/def2-TZVPD.

Properties
**DFT total energy**: -733.8543 a.u.
**Largest force on an atom**: 2.86 eV/Å
**SMILES**: [O-][N+]([O-])=NOS
**Total charge**: -1
**Relative energy (zero: lowest compared OMol25 entry of this formula, charge and spin)**: 7.126 eV
**Orbital gap**: 0.275 hartree
**HOMO energy**: -3.98 eV

```
7
Properties=species:S:1:pos:R:3:forces:R:3
N 0.167 0.326 -0.850 1.8 0.4 -2.2
N -0.571 -0.714 -0.842 0.5 -1.6 -0.3
O -1.176 -1.226 0.110 -0.7 0.7 1.1
O -0.466 -1.347 -1.939 -0.5 0.1 0.1
O 0.241 1.331 0.077 -1.3 1.5 0.8
S 0.389 1.279 1.728 0.7 -1.6 0.1
H 1.416 0.351 1.716 -0.5 0.6 0.4
```
Forces are in eV/Å.

# 6
This record from OMol25 describes a cluster of 2 separate species, HN3O in total. The level of theory is ωB97M-V/def2-TZVPD.

Properties
**DFT total energy**: -240.0432 a.u.
**Largest force on an atom**: 2.07 eV/Å
**SMILES**: N#N.N=O
**Relative energy (zero: lowest compared OMol25 entry of this formula, charge and spin)**: 0.107 eV
**Orbital gap**: 0.339 hartree
**HOMO energy**: -9.59 eV

```
5
Properties=species:S:1:pos:R:3:forces:R:3
H 0.964 1.047 -0.127 -0.4 -0.2 -0.5
N -1.588 0.276 -0.245 -0.4 -1.7 1.0
N -1.724 -0.669 0.307 0.0 1.8 -1.0
N 1.361 0.171 0.302 0.8 -0.3 0.7
O 0.987 -0.825 -0.236 0.0 0.4 -0.3
```
Forces are in eV/Å.

# 7
This record from OMol25 describes a cluster of 2 separate species, HN3O2 in total. The level of theory is ωB97M-V/def2-TZVPD.

Properties
**DFT total energy**: -314.9388 a.u.
**Largest force on an atom**: 2.02 eV/Å
**Relative energy (zero: lowest compared OMol25 entry of this formula, charge and spin)**: 9.640 eV
**Orbital gap (spin up / spin down)**: 0.336 / 0.342 hartree
**HOMO energy (spin up / spin down)**: -10.52 / -10.63 eV

```
6
Properties=species:S:1:pos:R:3:forces:R:3
N 1.912 -0.174 0.369 0.3 0.0 -0.1
N -0.418 -0.615 0.477 0.5 1.1 1.0
N -0.789 0.211 -0.351 -1.3 -1.5 0.0
O -1.156 1.226 -0.784 0.6 1.6 0.1
O -1.064 -1.062 -0.828 -0.3 -1.3 -1.3
H 1.515 0.415 1.118 0.2 0.1 0.2
```
Forces are in eV/Å.

# 8
This record from OMol25 describes a structure of composition HN3O3. The level of theory is ωB97M-V/def2-TZVPD.

Properties
**DFT total energy**: -390.2908 a.u.
**Largest force on an atom**: 2.72 eV/Å
**Total charge**: -2
**Relative energy (zero: lowest compared OMol25 entry of this formula, charge and spin)**: 0.980 eV
**Orbital gap**: 0.210 hartree
**HOMO energy**: 2.23 eV

```
7
Properties=species:S:1:pos:R:3:forces:R:3
N 0.313 0.763 0.036 -2.6 0.7 -0.3
N -1.331 0.251 -0.415 1.5 -1.0 0.3
N 1.175 -0.129 0.032 0.3 0.2 0.1
O -2.282 0.934 0.212 0.1 0.3 0.3
O 0.962 -1.390 -0.016 -0.5 -0.7 -0.2
O 2.402 0.258 0.109 1.1 -0.1 0.1
H -1.239 -0.687 0.042 0.1 0.6 -0.2
```
Forces are in eV/Å.

# 9
This record from OMol25 describes a cluster of 2 separate species, HN3O3S in total. The level of theory is ωB97M-V/def2-TZVPD.

Properties
**DFT total energy**: -788.7290 a.u.
**Largest force on an atom**: 2.84 eV/Å
**Total charge**: -2
**Relative energy (zero: lowest compared OMol25 entry of this formula, charge and spin)**: 0.271 eV
**Orbital gap**: 0.254 hartree
**HOMO energy**: -0.19 eV

```
8
Properties=species:S:1:pos:R:3:forces:R:3
N -3.932 1.238 0.188 -1.2 1.0 0.1
N -2.810 0.959 0.059 -0.1 -1.3 0.1
N -1.742 0.523 -0.055 1.2 0.2 -0.2
O 1.154 -0.680 0.098 1.6 0.4 -0.4
O 2.980 0.667 1.183 -1.3 0.3 -1.0
O 2.761 0.862 -1.206 0.0 -0.3 -1.1
S 1.983 0.853 0.036 1.4 -0.6 2.4
H 0.256 -0.389 0.198 -1.4 0.3 0.0
```
Forces are in eV/Å.

# 10
This record from OMol25 describes a cluster of 2 separate species, HN4O3 in total. The level of theory is ωB97M-V/def2-TZVPD.

Properties
**DFT total energy**: -445.1530 a.u.
**Largest force on an atom**: 3.64 eV/Å
**Total charge**: -1
**Relative energy (zero: lowest compared OMol25 entry of this formula, charge and spin)**: 1.589 eV
**Orbital gap (spin up / spin down)**: 0.230 / 0.302 hartree
**HOMO energy (spin up / spin down)**: -2.11 / -4.48 eV

```
8
Properties=species:S:1:pos:R:3:forces:R:3
N -1.500 0.082 -0.217 -0.4 0.3 -2.0
N -0.013 -2.303 1.113 -2.7 -1.6 0.1
N -0.576 0.120 0.617 2.8 -0.1 2.3
N -1.129 0.304 -1.570 0.0 0.2 1.4
O 0.058 0.460 -1.861 0.9 0.0 -0.2
O -1.022 -2.928 1.112 2.7 1.7 0.0
O -2.053 0.439 -2.364 -0.8 -0.1 -0.7
H 0.471 0.329 0.369 -2.5 -0.3 -0.8
```
Forces are in eV/Å.

# 11
This record from OMol25 describes a structure of composition HN4O3. The level of theory is ωB97M-V/def2-TZVPD.

Properties
**DFT total energy**: -445.1915 a.u.
**Largest force on an atom**: 2.62 eV/Å
**Total charge**: -1
**Relative energy (zero: lowest compared OMol25 entry of this formula, charge and spin)**: 0.543 eV
**Orbital gap**: 0.293 hartree
**HOMO energy**: -3.73 eV

```
8
Properties=species:S:1:pos:R:3:forces:R:3
N 0.520 -0.677 -0.219 0.1 -0.6 -0.6
N 0.129 -0.196 1.890 1.2 -0.5 2.3
N 1.031 -0.713 2.289 0.5 -0.3 0.0
N 0.412 -0.258 -1.289 -0.3 -0.2 1.5
O -0.883 0.859 -1.481 -0.2 0.5 -0.8
O -0.863 0.407 1.789 -1.8 1.1 -0.7
O 0.930 -0.342 -2.373 0.3 0.3 -2.0
H -1.276 0.918 -0.605 0.2 -0.3 0.3
```
Forces are in eV/Å.

# 12
This record from OMol25 describes a cluster of 2 separate species, HN5O4 in total. The level of theory is ωB97M-V/def2-TZVPD.

Properties
**DFT total energy**: -574.9993 a.u.
**Largest force on an atom**: 4.44 eV/Å
**Relative energy (zero: lowest compared OMol25 entry of this formula, charge and spin)**: 0.650 eV
**Orbital gap**: 0.318 hartree
**HOMO energy**: -9.78 eV

```
10
Properties=species:S:1:pos:R:3:forces:R:3
N 1.954 -1.398 -0.118 0.1 -1.6 0.9
N 0.233 2.009 -0.180 0.4 4.4 0.6
N 1.919 -0.394 -0.546 1.0 2.6 -1.8
N -0.015 0.781 0.034 -1.0 -2.7 1.6
N -0.937 -0.042 -0.181 -1.5 1.6 0.7
O -0.898 -1.108 -0.723 0.5 -0.6 -0.3
O 1.963 -2.449 0.385 0.0 -1.7 0.7
O 0.920 2.696 0.605 -1.6 -2.8 -1.7
O -2.195 0.282 0.479 -0.3 -0.2 -0.4
H -2.945 -0.377 0.244 2.3 0.9 -0.1
```
Forces are in eV/Å.

# 13
This record from OMol25 describes the molecule HNO. The level of theory is ωB97M-V/def2-TZVPD.

Properties
**DFT total energy**: -130.4394 a.u.
**Largest force on an atom**: 9.46 eV/Å
**SMILES**: N=O
**Relative energy (zero: lowest compared OMol25 entry of this formula, charge and spin)**: 1.491 eV
**Orbital gap**: 0.331 hartree
**HOMO energy**: -10.76 eV

```
3
Properties=species:S:1:pos:R:3:forces:R:3
N -0.196 -0.321 -0.220 1.8 -0.9 8.5
O 0.242 -0.110 1.110 -2.6 -0.4 -9.1
H -0.047 0.431 -0.890 0.7 1.4 0.6
```
Forces are in eV/Å.

# 14
This record from OMol25 describes the molecule HNO2. The level of theory is ωB97M-V/def2-TZVPD.

Properties
**DFT total energy**: -205.7166 a.u.
**Largest force on an atom**: 7.10 eV/Å
**SMILES**: O=NO
**Relative energy (zero: lowest compared OMol25 entry of this formula, charge and spin)**: 0.722 eV
**Orbital gap**: 0.411 hartree
**HOMO energy**: -10.31 eV

```
4
Properties=species:S:1:pos:R:3:forces:R:3
H -1.575 0.085 0.161 -2.0 1.0 0.4
N -0.108 -0.342 -0.256 3.8 -5.2 -3.0
O -0.756 0.558 0.278 -3.5 4.0 2.7
O 1.047 -0.269 -0.075 1.8 0.2 -0.1
```
Forces are in eV/Å.

# 15
This record from OMol25 describes a cluster of 2 separate species, HNO2S in total. The level of theory is ωB97M-V/def2-TZVPD.

Properties
**DFT total energy**: -603.8733 a.u.
**Largest force on an atom**: 4.26 eV/Å
**Relative energy (zero: lowest compared OMol25 entry of this formula, charge and spin)**: 0.000 eV
**Orbital gap (spin up / spin down)**: 0.315 / 0.343 hartree
**⟨S²⟩**: 2.007
**2S+1**: 3
**HOMO energy (spin up / spin down)**: -8.19 / -10.73 eV

```
5
Properties=species:S:1:pos:R:3:forces:R:3
N -3.150 0.451 -0.522 -1.2 -0.3 0.6
O -3.980 0.045 0.166 0.7 0.5 -0.8
O -1.363 -0.637 0.638 -2.0 0.9 2.2
S -0.301 -1.110 -0.202 4.0 -0.1 -1.5
H 0.886 -0.288 0.143 -1.4 -1.0 -0.4
```
Forces are in eV/Å.

# 16
This record from OMol25 describes a cluster of 2 separate species, HNO4S in total. The level of theory is ωB97M-V/def2-TZVPD.

Properties
**DFT total energy**: -754.3797 a.u.
**Largest force on an atom**: 3.35 eV/Å
**Relative energy (zero: lowest compared OMol25 entry of this formula, charge and spin)**: 0.347 eV
**Orbital gap**: 0.386 hartree
**HOMO energy**: -11.58 eV

```
7
Properties=species:S:1:pos:R:3:forces:R:3
N -1.295 0.279 -0.113 1.9 2.7 0.3
O 2.613 0.215 0.664 -2.2 -0.9 -1.6
O 0.738 -1.353 0.064 0.9 0.7 -0.2
O -0.379 1.089 0.056 0.1 0.9 0.2
O -2.422 0.585 -0.207 -2.2 -0.5 -0.2
S 1.581 -0.208 -0.294 1.9 -0.2 1.7
H -0.836 -0.608 -0.170 -0.5 -2.8 -0.2
```
Forces are in eV/Å.

# 17
This record from OMol25 describes a structure of composition HNO6P. The level of theory is ωB97M-V/def2-TZVPD.

Properties
**DFT total energy**: -848.1006 a.u.
**Largest force on an atom**: 3.68 eV/Å
**Total charge**: -1
**Relative energy (zero: lowest compared OMol25 entry of this formula, charge and spin)**: 1.458 eV
**Orbital gap**: 0.321 hartree
**HOMO energy**: -4.99 eV

```
9
Properties=species:S:1:pos:R:3:forces:R:3
N 2.382 -0.951 -0.386 0.3 -0.2 2.3
O -0.062 2.283 -0.314 -0.4 -0.8 0.3
O 1.422 -0.046 -0.376 -0.2 -0.5 0.2
O 2.835 -1.369 0.710 -1.7 1.4 -2.5
O -1.052 0.460 1.351 0.4 -0.5 1.3
O -2.061 -0.840 -0.424 0.9 -1.0 1.3
O -1.434 0.253 -1.099 0.9 0.6 0.4
P -0.559 0.956 0.072 2.1 2.1 -2.1
H -1.472 -0.746 0.466 -2.4 -1.0 -1.3
```
Forces are in eV/Å.

# 18
This record from OMol25 describes a cluster of 3 separate species, HNO6S in total. The level of theory is ωB97M-V/def2-TZVPD.

Properties
**DFT total energy**: -904.6295 a.u.
**Largest force on an atom**: 5.33 eV/Å
**Relative energy (zero: lowest compared OMol25 entry of this formula, charge and spin)**: 0.901 eV
**Orbital gap (spin up / spin down)**: 0.278 / 0.278 hartree
**HOMO energy (spin up / spin down)**: -8.94 / -8.94 eV

```
9
Properties=species:S:1:pos:R:3:forces:R:3
N -0.230 0.677 -1.743 1.3 -0.9 -5.1
O -0.691 1.202 -0.871 -1.0 2.0 2.9
O -0.114 -0.211 -2.501 -0.2 -0.4 1.2
O 1.658 -0.037 -0.371 0.1 -0.4 1.6
O 1.708 0.598 2.056 -0.3 -2.1 -2.2
O -0.908 -0.869 0.685 -0.4 -0.7 0.3
O -1.349 0.466 0.653 -0.6 -0.4 0.8
S 1.587 -0.455 1.026 0.6 2.4 0.9
H -1.661 -1.372 1.065 0.4 0.5 -0.4
```
Forces are in eV/Å.

# 19
This record from OMol25 describes the ion HNO8S2 with charge -2. The level of theory is ωB97M-V/def2-TZVPD.

Properties
**DFT total energy**: -1453.5985 a.u.
**Largest force on an atom**: 4.78 eV/Å
**SMILES**: O=S(=O)([O-])ONOS(=O)(=O)[O-]
**Total charge**: -2
**Relative energy (zero: lowest compared OMol25 entry of this formula, charge and spin)**: 0.000 eV
**Orbital gap**: 0.300 hartree
**HOMO energy**: -2.15 eV

```
12
Properties=species:S:1:pos:R:3:forces:R:3
O -0.448 -2.802 1.887 1.6 1.1 -0.9
O 0.347 -3.770 -0.165 1.0 2.0 -0.2
O 1.249 3.167 0.459 -1.0 -2.0 0.0
O -1.155 2.785 -0.066 2.5 -1.9 -0.3
O -1.475 -2.109 -0.140 1.8 0.4 -0.3
O 0.534 3.138 -1.807 -0.4 -1.7 0.7
O 0.866 -1.212 0.282 0.0 -0.6 -0.9
O 0.633 0.929 -0.775 -0.4 -0.6 -0.7
N 0.181 0.045 0.230 -1.5 0.7 2.8
S -0.179 -2.542 0.452 -4.2 -2.0 1.1
S 0.277 2.547 -0.470 -0.5 4.7 -0.7
H -0.831 -0.176 0.114 0.9 0.0 -0.8
```
Forces are in eV/Å.

# 20
This record from OMol25 describes the molecule HNOP2. The level of theory is ωB97M-V/def2-TZVPD.

Properties
**DFT total energy**: -813.2513 a.u.
**Largest force on an atom**: 2.24 eV/Å
**SMILES**: N=P#P=O
**Relative energy (zero: lowest compared OMol25 entry of this formula, charge and spin)**: 0.448 eV
**Orbital gap**: 0.260 hartree
**HOMO energy**: -8.36 eV

```
5
Properties=species:S:1:pos:R:3:forces:R:3
N 0.686 -0.353 -0.231 -2.2 -0.4 0.5
O 4.531 0.154 -0.213 1.2 0.3 -0.3
P 1.456 0.952 0.127 1.8 0.2 0.4
P 3.300 -0.564 0.089 -1.3 0.5 0.1
H -0.321 -0.107 -0.117 0.5 -0.7 -0.7
```
Forces are in eV/Å.